{"formula": "C52H70CdN3O4P", "method": "ωB97M-V/def2-TZVPD", "symbols": ["Cd", "C", "O", "C", "C", "C", "C", "C", "C", "C", "C", "C", "C", "C", "C", "C", "C", "C", "C", "C", "C", "C", "C", "C", "C", "C", "C", "C", "C", "C", "C", "C", "C", "O", "C", "C", "C", "C", "C", "O", "C", "C", "C", "C", "C", "C", "O", "C", "C", "C", "C", "H", "H", "H", "H", "H", "H", "H", "H", "H", "H", "H", "H", "H", "H", "H", "H", "H", "H", "H", "H", "H", "H", "H", "H", "H", "H", "H", "H", "H", "H", "H", "H", "H", "H", "H", "H", "H", "H", "H", "H", "H", "H", "H", "H", "H", "H", "H", "H", "H", "H", "H", "H", "H", "H", "H", "H", "H", "H", "C", "N", "C", "N", "C", "N", "C", "P", "C", "C", "H", "H", "H", "H", "H", "H", "H", "H", "H", "H", "H", "H"], "coordinates": [[0.231, 0.186, 0.020], [2.109, -3.019, -0.978], [1.117, -2.154, -0.441], [0.035, -2.848, 0.106], [-1.126, -3.019, -0.648], [-1.359, -2.330, -1.992], [-2.566, -1.420, -1.886], [-3.834, -1.944, -2.105], [-5.006, -1.239, -1.834], [-4.849, 0.034, -1.300], [-3.598, 0.612, -1.104], [-3.503, 2.031, -0.606], [-3.179, 2.355, 0.851], [-3.699, 3.542, 1.360], [-3.288, 4.091, 2.571], [-2.237, 3.463, 3.229], [-1.680, 2.273, 2.767], [-0.373, 1.786, 3.370], [-0.241, 0.337, 3.756], [-0.843, -0.143, 4.907], [-0.730, -1.471, 5.317], [0.022, -2.311, 4.504], [0.617, -1.872, 3.325], [1.235, -2.876, 2.373], [0.137, -3.311, 1.415], [-0.910, -4.073, 1.923], [-2.061, -4.324, 1.192], [-2.149, -3.769, -0.081], [-3.255, -5.079, 1.772], [-2.929, -5.724, 3.119], [-4.402, -4.079, 1.978], [-3.702, -6.177, 0.797], [0.517, -0.527, 2.943], [1.146, -0.100, 1.845], [-1.417, -1.940, 6.598], [-0.898, -1.126, 7.792], [-2.932, -1.732, 6.466], [-1.159, -3.419, 6.880], [-2.253, 1.677, 1.645], [-1.841, 0.402, 1.293], [-2.686, -0.643, 1.793], [-3.943, 5.372, 3.085], [-3.631, 6.523, 2.119], [-5.463, 5.173, 3.161], [-3.439, 5.755, 4.477], [-2.432, -0.083, -1.462], [-1.250, 0.537, -1.427], [-6.368, -1.861, -2.142], [-7.521, -0.911, -1.815], [-6.557, -3.140, -1.316], [-6.440, -2.213, -3.634], [1.714, -3.575, -1.833], [2.945, -2.396, -1.293], [2.451, -3.722, -0.216], [-0.472, -1.768, -2.282], [-1.536, -3.087, -2.760], [-3.902, -2.952, -2.505], [-5.718, 0.627, -1.042], [-2.729, 2.532, -1.196], [-4.441, 2.540, -0.836], [-4.440, 4.061, 0.762], [-1.803, 3.908, 4.116], [0.419, 1.997, 2.648], [-0.164, 2.417, 4.237], [-1.425, 0.557, 5.500], [0.135, -3.357, 4.766], [2.083, -2.441, 1.849], [1.575, -3.746, 2.938], [-0.827, -4.417, 2.945], [-3.066, -3.883, -0.644], [-2.673, -4.978, 3.874], [-3.802, -6.271, 3.480], [-2.099, -6.430, 3.037], [-4.126, -3.325, 2.720], [-4.649, -3.562, 1.050], [-5.299, -4.595, 2.331], [-2.870, -6.836, 0.542], [-4.492, -6.780, 1.249], [-4.097, -5.757, -0.130], [-1.141, -0.068, 7.690], [-1.346, -1.487, 8.721], [0.187, -1.213, 7.875], [-3.173, -0.697, 6.220], [-3.340, -2.367, 5.676], [-3.437, -1.983, 7.402], [-0.094, -3.626, 7.004], [-1.666, -3.708, 7.803], [-1.541, -4.055, 6.078], [-2.723, -0.602, 2.883], [-3.684, -0.548, 1.360], [-2.235, -1.582, 1.475], [-4.017, 6.319, 1.119], [-4.087, 7.452, 2.474], [-2.554, 6.680, 2.038], [-5.897, 5.006, 2.175], [-5.711, 4.315, 3.788], [-5.936, 6.060, 3.589], [-2.380, 6.020, 4.468], [-3.994, 6.623, 4.838], [-3.583, 4.943, 5.193], [-7.543, -0.653, -0.754], [-7.455, 0.014, -2.390], [-8.470, -1.391, -2.060], [-6.558, -2.914, -0.248], [-7.507, -3.620, -1.564], [-5.759, -3.862, -1.508], [-6.204, -1.341, -4.248], [-5.735, -3.005, -3.892], [-7.443, -2.558, -3.896], [3.854, 0.915, -4.521], [2.567, 0.281, -4.809], [1.655, 1.302, -5.329], [1.494, 2.456, -4.450], [2.814, 3.018, -4.170], [3.768, 2.057, -3.614], [3.371, 1.631, -2.270], [1.709, 0.812, -2.236], [2.017, -0.380, -3.627], [0.791, 2.084, -3.221], [4.271, 1.267, -5.467], [4.534, 0.172, -4.099], [0.678, 0.851, -5.508], [2.056, 1.653, -6.282], [2.707, 3.855, -3.477], [3.227, 3.395, -5.107], [3.351, 2.495, -1.603], [4.118, 0.939, -1.873], [1.078, -0.875, -3.887], [2.709, -1.153, -3.288], [0.636, 2.969, -2.599], [-0.197, 1.684, -3.447]], "lowdin_charge": [1.4113, -0.0557, -0.2505, -0.2293, -0.1165, -0.0667, -0.1403, -0.0124, -0.1743, 0.0118, -0.1564, -0.0648, -0.0971, 0.0080, -0.1644, 0.0202, -0.1116, -0.0712, -0.1572, -0.0003, -0.1760, 0.0048, -0.1413, -0.0662, -0.1223, 0.0270, -0.1571, 0.0139, -0.5452, -0.0598, -0.0318, -0.0425, -0.3394, -0.2696, -0.5603, -0.0504, -0.0465, -0.0674, -0.1923, -0.2179, -0.0036, -0.5607, -0.0472, -0.0501, -0.0706, -0.3345, -0.3009, -0.5585, -0.0705, -0.0508, -0.0502, 0.1017, 0.0823, 0.0980, 0.0820, 0.1260, 0.1132, 0.1077, 0.1265, 0.1127, 0.1135, 0.1051, 0.1142, 0.1201, 0.1214, 0.1013, 0.1092, 0.1237, 0.1044, 0.1040, 0.0697, 0.0869, 0.0929, 0.0841, 0.0633, 0.0906, 0.0919, 0.0847, 0.0712, 0.0765, 0.0815, 0.0900, 0.0764, 0.0794, 0.0836, 0.0877, 0.0851, 0.0711, 0.0985, 0.1018, 0.0822, 0.0778, 0.0846, 0.0892, 0.0756, 0.0919, 0.0830, 0.0836, 0.0836, 0.0888, 0.0850, 0.0870, 0.0832, 0.0796, 0.0854, 0.0696, 0.0905, 0.0765, 0.0819, -0.1934, -0.1489, -0.1884, -0.1508, -0.1920, -0.1540, -0.3309, 0.9767, -0.3189, -0.3273, 0.1262, 0.1257, 0.1294, 0.1264, 0.1262, 0.1260, 0.0875, 0.0868, 0.0880, 0.0751, 0.0929, 0.0805], "energy_ev": -81575.43134, "gap_ev": 7.61, "e_homo_ha": -0.2653, "de_lowest_kcal_mol": 0.0, "max_force_ev_per_a": 0.4}


{"formula": "C6H7AuCl2HoNO4", "method": "ωB97M-V/def2-TZVPD", "symbols": ["Ho", "Au", "Cl", "Cl", "C", "C", "C", "O", "O", "O", "C", "N", "C", "C", "O", "H", "H", "H", "H", "H", "H", "H"], "coordinates": [[-0.895, 0.349, -4.647], [1.233, 0.651, -1.679], [-0.277, -0.939, -2.498], [-1.545, 2.591, -3.886], [2.394, 1.989, -0.993], [0.596, -1.109, -5.866], [0.988, 1.436, -5.554], [3.061, 2.822, -0.547], [1.401, -1.783, -6.345], [1.905, 1.993, -5.969], [-0.613, -2.033, 3.061], [-0.637, -0.584, 3.086], [-1.395, 0.106, 4.119], [-0.052, 0.095, 2.072], [0.584, -0.445, 1.165], [-1.081, -2.380, 3.984], [0.423, -2.386, 2.994], [-1.160, -2.421, 2.190], [-0.778, 0.897, 4.569], [-2.296, 0.584, 3.703], [-1.684, -0.628, 4.877], [-0.173, 1.196, 2.165]], "mulliken_spin": [3.9765, 0.3809, 0.0324, 0.5337, -0.0190, -0.0069, -0.0034, -0.0027, 0.0009, -0.0004, 0.0230, 0.5856, 0.0199, -0.0717, 0.3534, 0.0046, 0.0368, 0.0477, 0.0397, 0.0583, 0.0065, 0.0042], "spin_multiplicity": 7, "energy_ev": -70501.30863, "gap_ev": [8.24, 3.56], "e_homo_ha": [-0.8845, -0.8756], "total_charge": 4, "max_force_ev_per_a": 7.5}


{"formula": "C2HNO5", "method": "ωB97M-V/def2-TZVPD", "symbols": ["O", "C", "O", "C", "O", "N", "O", "O", "H"], "coordinates": [[2.381, -0.928, -0.126], [1.301, -0.447, -0.128], [0.205, -1.022, -0.704], [-0.963, -0.316, -0.433], [-2.062, -0.552, -0.693], [-0.477, 0.895, 0.144], [-1.110, 1.260, 1.304], [0.916, 0.757, 0.367], [-1.326, 2.193, 1.179]], "nbo_charge": [-0.5193, 0.9609, -0.4940, 0.8509, -0.4783, 0.0376, -0.5046, -0.3432, 0.4901], "smiles": "O=c1oc(=O)n(O)o1", "energy_ev": -13815.06944, "gap_ev": 11.29, "e_homo_ha": -0.4065, "de_lowest_kcal_mol": 0.0, "max_force_ev_per_a": 3.7}


{"formula": "C10H6O", "method": "ωB97M-V/def2-TZVPD", "symbols": ["C", "C", "C", "C", "C", "C", "C", "C", "C", "C", "O", "H", "H", "H", "H", "H", "H"], "coordinates": [[-0.750, -1.711, 3.210], [0.313, -1.935, 2.523], [-1.711, 1.197, -1.361], [-1.674, -0.101, -0.873], [-0.576, 1.995, -1.314], [-0.513, -0.605, -0.323], [0.594, 1.505, -0.774], [0.632, 0.195, -0.268], [1.844, -0.231, 0.344], [1.391, -2.030, 1.821], [2.992, 0.037, 0.333], [-2.624, 1.590, -1.781], [-2.556, -0.721, -0.907], [-0.604, 3.001, -1.706], [-0.473, -1.613, 0.058], [1.486, 2.112, -0.732], [2.230, -2.683, 1.748]], "nbo_charge": [0.1089, -0.5204, -0.1494, -0.2199, -0.2254, -0.1250, -0.1414, -0.2072, 0.7084, -0.1127, -0.4602, 0.2221, 0.2273, 0.2247, 0.2407, 0.2266, 0.2029], "energy_ev": -12507.33113, "gap_ev": [6.93, 6.93], "e_homo_ha": [-0.2938, -0.2938], "de_lowest_kcal_mol": 29.3, "max_force_ev_per_a": 3.7}


{"formula": "C26H50Br14O11", "method": "ωB97M-V/def2-TZVPD", "symbols": ["Br", "C", "C", "Br", "H", "H", "H", "H", "Br", "C", "C", "Br", "H", "H", "H", "H", "Br", "C", "C", "Br", "H", "H", "H", "H", "Br", "C", "C", "Br", "H", "H", "H", "H", "Br", "C", "C", "Br", "H", "H", "H", "H", "Br", "C", "C", "Br", "H", "H", "H", "H", "Br", "C", "C", "Br", "H", "H", "H", "H", "C", "C", "C", "O", "C", "O", "O", "H", "H", "H", "H", "H", "H", "C", "C", "C", "O", "C", "O", "O", "H", "H", "H", "H", "H", "H", "C", "C", "C", "O", "C", "O", "O", "H", "H", "H", "H", "H", "H", "O", "H", "H", "O", "H", "H"], "coordinates": [[-3.869, 2.568, -5.478], [-2.255, 1.415, -5.131], [-2.219, 0.120, -5.977], [-3.874, -0.919, -5.907], [-2.392, 1.058, -4.110], [-1.432, 2.127, -5.060], [-1.334, -0.447, -5.687], [-2.071, 0.300, -7.041], [1.253, 3.168, -3.808], [3.140, 2.576, -3.772], [3.382, 1.725, -2.527], [5.196, 0.871, -2.669], [3.845, 3.378, -3.553], [3.415, 2.103, -4.714], [2.705, 0.871, -2.560], [3.417, 2.413, -1.683], [-7.470, 1.810, -0.876], [-5.866, 2.423, -1.923], [-5.027, 3.173, -0.903], [-3.822, 4.348, -1.917], [-6.400, 2.981, -2.692], [-5.366, 1.507, -2.237], [-4.395, 2.607, -0.219], [-5.777, 3.802, -0.424], [-1.971, 0.838, 3.458], [-2.431, 2.671, 4.052], [-1.127, 3.429, 4.150], [0.132, 2.680, 5.484], [-3.004, 2.533, 4.969], [-3.172, 3.174, 3.431], [-1.359, 4.470, 4.374], [-0.723, 3.511, 3.141], [1.309, -0.865, 7.243], [1.803, -0.902, 5.271], [1.816, -2.351, 4.606], [3.007, -2.346, 3.060], [2.803, -0.472, 5.216], [1.192, -0.299, 4.599], [0.841, -2.647, 4.217], [2.164, -3.160, 5.247], [-4.891, -5.595, -1.456], [-5.932, -3.834, -1.684], [-5.249, -2.698, -2.473], [-6.421, -1.090, -2.415], [-6.060, -3.387, -0.698], [-6.886, -4.129, -2.121], [-5.071, -2.955, -3.517], [-4.268, -2.396, -2.106], [-2.252, -3.351, 0.178], [-2.292, -2.828, 2.078], [-2.700, -3.979, 3.013], [-2.324, -3.545, 4.929], [-2.993, -2.014, 2.262], [-1.313, -2.386, 2.267], [-2.150, -4.897, 2.808], [-3.730, -4.256, 2.787], [6.655, 3.222, 1.410], [5.383, 2.574, 0.844], [5.110, 1.117, 1.181], [3.770, 1.044, 1.573], [3.380, 2.272, 1.773], [2.179, 2.402, 2.116], [4.358, 3.203, 1.516], [6.707, 3.516, 2.459], [6.664, 4.180, 0.890], [7.486, 2.551, 1.194], [5.435, 2.666, -0.241], [5.738, 0.928, 2.051], [5.385, 0.362, 0.445], [3.989, -2.713, -2.453], [3.686, -3.132, -0.966], [3.942, -4.619, -0.735], [4.598, -4.469, 0.520], [5.261, -3.312, 0.608], [6.144, -2.963, 1.266], [4.691, -2.467, -0.245], [3.468, -1.779, -2.665], [3.515, -3.370, -3.182], [5.042, -2.543, -2.674], [2.659, -2.884, -0.698], [4.689, -5.073, -1.386], [3.104, -5.309, -0.631], [0.773, -0.636, 0.634], [-0.302, 0.522, 0.335], [-0.146, 1.193, -1.073], [-1.434, 0.970, -1.686], [-2.221, 0.409, -0.816], [-3.417, 0.189, -0.949], [-1.526, -0.098, 0.191], [1.389, -0.932, -0.215], [0.160, -1.513, 0.841], [1.175, -0.363, 1.610], [-0.470, 1.186, 1.183], [0.555, 0.609, -1.670], [0.136, 2.238, -0.947], [-4.774, -1.678, 0.839], [-4.358, -2.501, 0.583], [-4.145, -1.002, 0.585], [-1.306, 4.018, 0.538], [-1.983, 4.343, -0.056], [-0.682, 4.740, 0.608]], "mulliken_spin": [0.0003, 0.0006, -0.0002, 0.0032, -0.0006, 0.0000, 0.0001, 0.0000, 0.0000, 0.0000, 0.0000, 0.0000, 0.0000, 0.0000, 0.0000, 0.0000, 0.3762, -0.0288, 0.0045, 0.0027, 0.0045, 0.0207, 0.0002, -0.0020, 0.0000, 0.0000, 0.0000, 0.0000, 0.0000, 0.0000, 0.0000, -0.0001, 0.0000, 0.0000, 0.0000, 0.0000, 0.0000, 0.0000, 0.0000, 0.0000, -0.0022, 0.0076, -0.0238, 0.5649, -0.0011, 0.0006, 0.0375, -0.0023, 0.0004, -0.0001, -0.0001, 0.0001, 0.0001, 0.0003, 0.0000, -0.0001, 0.0000, 0.0000, 0.0000, -0.0001, 0.0000, 0.0000, 0.0000, 0.0000, 0.0000, 0.0000, 0.0000, 0.0000, 0.0000, 0.0000, 0.0000, 0.0000, 0.0000, 0.0000, 0.0000, 0.0000, 0.0000, 0.0000, 0.0000, 0.0001, 0.0000, 0.0000, 0.0006, 0.0001, -0.0001, -0.0007, 0.0000, 0.0224, 0.0014, -0.0002, -0.0001, -0.0001, -0.0001, 0.0000, 0.0001, 0.0189, -0.0012, -0.0045, 0.0001, 0.0000, 0.0000], "spin_multiplicity": 2, "energy_ev": -1030879.83720, "gap_ev": [8.49, 2.71], "e_homo_ha": [-0.4226, -0.4226], "total_charge": 1, "max_force_ev_per_a": 5.3}